No. 1
A cluster of 13 separate species, C22H70N2O13 in total, computed with the ωB97M-V functional and the def2-TZVPD basis.

The spin multiplicity is 1. The calculation puts the frontier orbital gap at 9.031 eV. The molecular weight is 570.8 g mol⁻¹. The HOMO energy comes out at -9.074 eV. The LUMO energy is -0.04 eV. For the energy, the calculation gives -53539.938 eV. Its max |F| is 7.55 eV/Å. The value obtained for the energy above the lowest of the compared OMol25 structures with the same formula, charge and spin is 2.9102 eV.

```
107
Properties=species:S:1:pos:R:3:forces:R:3:mulliken_charge:R:1
C 0.754 -3.217 3.129 -0.515 1.657 0.705 -1.4715
C 1.062 -2.493 1.840 -1.187 -1.581 0.214 0.8898
O -0.115 -2.602 1.043 0.284 2.160 -0.141 -0.7797
H -0.111 -2.755 3.672 0.646 -0.311 -0.754 0.1249
H 1.584 -3.045 3.758 0.997 -0.317 1.082 0.5049
H 0.533 -4.258 3.037 0.075 -0.750 -0.375 0.4169
H 1.883 -2.892 1.284 0.806 -0.526 -0.081 0.0739
H 1.360 -1.457 1.993 -0.514 0.199 0.145 -0.8205
H -0.309 -3.490 0.808 -0.193 -1.095 -0.102 0.3128
C -3.651 1.111 2.980 -0.248 2.282 0.287 -1.0397
C -3.691 0.930 1.467 -0.836 -2.143 0.132 -0.1628
O -2.794 -0.166 1.133 1.500 1.679 -0.986 -0.0916
H -2.699 1.646 3.110 -0.312 0.263 0.452 0.0377
H -3.576 0.288 3.673 -0.219 -0.912 -0.588 0.2445
H -4.507 1.747 3.378 1.066 -0.466 -0.663 0.3517
H -3.544 1.896 0.944 0.375 -0.667 0.236 0.0928
H -4.642 0.489 1.120 -0.029 0.647 0.269 0.4302
H -1.889 0.129 0.755 -2.150 -0.533 1.019 -0.0825
C -3.535 2.065 -1.831 -0.990 -1.011 -0.660 -0.5046
C -3.314 1.929 -3.364 0.063 1.775 0.752 -0.7209
O -2.164 1.221 -3.749 0.448 -1.184 0.536 -0.4469
H -4.590 2.372 -1.665 0.630 0.023 -0.171 0.4304
H -2.897 2.789 -1.337 0.186 0.027 -0.024 -0.0264
H -3.455 1.067 -1.333 0.151 0.764 -0.428 -0.0221
H -3.096 2.879 -3.860 -0.997 0.670 0.530 0.3166
H -4.189 1.506 -3.826 -0.505 -0.321 -0.037 0.4982
H -2.438 0.885 -4.597 0.655 -0.553 -0.467 0.3061
C -0.835 -0.115 4.584 0.236 1.190 0.387 -0.2946
C 0.233 -0.071 5.681 -0.869 0.998 -1.638 -0.6119
O 0.817 -1.292 5.744 1.319 -2.658 1.047 -0.4552
H -1.429 -0.996 4.651 -0.320 -0.960 0.182 0.5768
H -0.345 -0.118 3.583 -0.622 0.240 0.678 -0.3398
H -1.572 0.705 4.753 0.789 -0.275 -0.581 0.2928
H -0.103 0.284 6.627 -0.794 0.200 0.901 0.4304
H 1.025 0.570 5.378 0.541 1.577 -0.406 0.2188
H 1.520 -1.232 6.410 -0.211 -0.403 -0.329 0.2831
C 1.727 -1.126 -4.080 -0.948 -0.980 -0.887 -1.0125
C 0.584 -0.488 -4.838 1.132 1.271 -0.516 0.0691
O 0.387 -0.996 -6.128 0.928 -1.492 -0.462 -0.6112
H 2.708 -1.195 -4.495 0.735 1.019 -0.877 0.6544
H 1.558 -2.194 -3.954 -0.688 -0.092 0.532 0.3608
H 1.708 -0.597 -3.170 0.393 0.139 1.447 0.0228
H 0.744 0.575 -5.010 0.543 0.369 0.576 0.4059
H -0.302 -0.511 -4.249 -0.804 -0.605 0.704 -0.2956
H -0.473 -0.736 -6.388 -1.225 0.246 -0.627 0.3387
C -2.438 -2.366 -2.593 -0.062 0.538 1.332 -0.7058
C -1.244 -3.278 -2.465 0.030 -0.418 1.323 0.9886
O -1.442 -4.471 -3.206 0.100 -0.602 0.159 -0.6472
H -2.382 -1.489 -1.901 0.145 -0.759 -0.464 -0.0843
H -3.343 -2.919 -2.351 -0.072 -0.073 0.048 0.3933
H -2.561 -1.967 -3.584 0.169 0.046 -0.629 0.2342
H -0.958 -3.611 -1.433 -1.097 0.666 -0.118 -0.2022
H -0.313 -2.859 -2.720 0.880 1.171 -0.981 -0.2848
H -0.938 -5.071 -2.645 -0.232 -0.630 -0.755 0.3851
C 2.540 3.479 -1.950 2.206 0.871 0.124 -1.2617
C 2.101 2.220 -2.573 -1.290 -0.379 0.391 1.8323
O 2.527 2.101 -3.901 -1.135 0.298 -0.641 -0.5952
H 2.063 4.376 -2.278 -0.449 0.578 -0.518 0.3307
H 3.647 3.587 -2.147 -0.969 0.100 0.281 0.2858
H 2.416 3.418 -0.887 0.010 0.038 0.680 0.2163
H 0.983 2.121 -2.437 1.142 -0.131 -0.828 -0.4034
H 2.551 1.452 -1.975 0.034 -0.949 0.317 -0.7350
H 3.423 1.797 -3.904 0.709 -0.301 -0.015 0.4082
C 3.674 -0.304 -0.044 1.486 1.373 -0.811 -0.4769
C 4.658 0.884 0.033 0.408 -1.806 -1.025 -0.5280
O 5.772 0.580 -0.861 -0.688 0.449 -0.058 -0.5759
H 2.837 -0.213 0.595 -0.844 0.062 0.683 -0.1259
H 4.208 -1.186 0.099 0.869 -1.686 0.964 0.7610
H 3.374 -0.441 -1.063 -0.643 0.393 -0.698 0.1333
H 5.104 1.016 0.997 -0.085 0.128 0.892 0.3783
H 4.092 1.735 -0.250 -0.035 1.226 -0.445 0.1594
H 6.186 1.386 -1.207 -0.353 -0.265 0.366 0.3135
C 2.262 2.453 1.642 -0.177 0.556 0.687 -0.4181
C 1.469 2.039 2.889 2.884 -0.496 -0.726 -0.4979
O 0.088 2.257 2.717 0.531 0.353 0.417 -0.9070
H 1.877 1.888 0.797 0.339 0.092 -0.295 -0.4802
H 3.327 2.285 1.824 -0.223 -0.497 -0.141 0.5076
H 2.232 3.538 1.464 -0.475 -0.259 -0.058 0.5338
H 1.976 2.572 3.725 -1.083 -0.159 -0.093 0.6383
H 1.703 0.959 3.026 -0.501 0.432 0.163 -0.0658
H -0.184 2.505 3.592 -0.996 0.058 0.570 0.3471
C -0.197 0.143 -0.638 1.638 -6.681 -3.109 0.0712
O 0.127 -0.926 -1.395 -1.334 5.271 2.985 -0.3823
N -0.151 0.092 0.672 1.623 -0.390 3.258 2.5534
N -0.794 1.215 -0.982 -1.258 3.473 -3.121 2.3544
H -0.046 -0.822 1.010 0.240 -1.150 0.618 -1.0050
H -0.210 0.858 1.335 -0.115 -0.093 -0.470 -0.5517
H -1.145 1.219 -1.930 0.156 0.622 -0.142 -0.2079
H -0.889 1.990 -0.311 -0.627 -0.821 -0.817 -1.1776
C -4.089 -2.671 2.407 -1.392 -0.548 -0.014 -0.7690
O -2.780 -2.730 2.012 1.137 -0.905 0.380 -0.4575
H -4.403 -1.926 3.170 0.640 -0.519 0.027 0.2111
H -4.265 -3.702 2.675 -0.695 -0.154 0.911 0.3362
H -4.776 -2.518 1.585 -0.240 0.377 -0.677 0.2420
H -2.453 -1.864 1.858 0.396 1.366 -0.552 0.3240
C 2.289 -3.238 -1.329 -0.811 -2.690 1.093 -0.4724
O 3.052 -4.087 -0.470 2.624 1.603 -0.880 -0.6492
H 1.730 -2.482 -0.855 -0.603 0.984 0.652 -0.1826
H 1.662 -3.986 -1.752 -1.483 0.067 -1.040 0.4560
H 2.845 -2.876 -2.106 1.901 1.062 -1.641 0.5201
H 2.451 -4.453 0.117 -1.513 -1.190 1.691 0.3350
C -0.448 4.030 -0.088 1.391 -1.155 -1.053 -1.1645
O -1.337 3.461 0.827 -1.463 0.030 -1.340 -0.5470
H -0.251 5.022 0.159 0.592 1.900 0.572 0.3708
H -0.849 4.069 -1.107 -0.185 -0.390 0.195 0.2534
H 0.531 3.451 -0.115 -1.182 0.823 -0.119 0.2900
H -0.812 3.216 1.563 0.706 -0.469 1.487 0.5029
```
Positions in Å, forces in eV/Å.

No. 2
A cluster of 17 separate species, C22H80N2O24 in total, computed with the ωB97M-V functional and the def2-TZVPD basis.

The spin multiplicity is 1. The calculation puts the frontier orbital gap at 9.696 eV. The molecular weight is 756.9 g mol⁻¹. The HOMO energy comes out at -9.649 eV. The LUMO energy is 0.05 eV. For the energy, the calculation gives -76221.461 eV. Its max |F| is 3.30 eV/Å.

```
128
Properties=species:S:1:pos:R:3:forces:R:3:mulliken_charge:R:1
O 7.417 7.343 1.397 0.184 0.039 -0.166 -0.6389
H 7.547 6.906 2.239 0.052 -0.144 0.203 0.3177
H 6.483 7.553 1.378 -0.259 0.087 -0.038 0.3208
O 0.360 9.855 -6.771 0.091 0.119 0.234 -0.6455
H -0.395 10.214 -7.236 -0.183 0.139 -0.102 0.3170
H 0.673 9.145 -7.332 0.129 -0.293 -0.119 0.3292
O 6.860 6.368 -9.479 -0.136 0.205 -0.107 -0.6395
H 6.936 5.447 -9.728 0.033 -0.262 -0.120 0.3211
H 7.265 6.417 -8.613 0.113 0.035 0.230 0.3169
O -0.116 5.839 -7.022 0.062 0.105 -0.251 -0.6290
H -0.827 6.251 -6.530 -0.179 0.141 0.128 0.3258
H 0.134 5.081 -6.493 0.137 -0.204 0.130 0.3064
O 4.235 11.512 -5.908 0.124 0.131 0.179 -0.6365
H 4.714 11.184 -6.670 0.152 -0.078 -0.173 0.3163
H 3.321 11.287 -6.085 -0.316 -0.076 -0.007 0.3180
O 7.516 1.601 -11.022 0.084 0.243 -0.045 -0.6339
H 7.770 0.941 -10.377 0.125 -0.193 0.197 0.3172
H 6.674 1.296 -11.359 -0.208 -0.052 -0.123 0.3183
O -1.297 -4.361 -10.179 0.013 -0.152 0.176 -0.6404
H -1.295 -3.409 -10.082 -0.004 0.237 0.066 0.3189
H -1.302 -4.506 -11.125 -0.004 -0.088 -0.240 0.3214
O 6.354 -0.462 -1.598 -0.030 0.264 0.008 -0.6227
H 6.781 -1.100 -1.026 0.144 -0.130 0.165 0.3103
H 5.955 -0.990 -2.290 -0.114 -0.114 -0.193 0.3141
C -1.431 1.673 -0.233 -2.682 0.703 -0.647 -0.4613
C -2.675 2.539 0.219 1.895 -0.409 1.168 -0.3514
O -3.765 2.477 -0.670 0.202 -0.411 -0.332 -0.5037
O -1.620 0.283 0.158 0.816 1.531 -0.529 -0.5256
H -0.482 2.148 0.016 -0.073 -0.658 0.835 0.3819
H -1.512 1.860 -1.303 0.357 -0.822 -0.538 0.2385
H -2.330 3.565 0.348 0.000 0.258 -0.088 0.3230
H -2.924 2.150 1.207 -0.323 0.051 0.165 0.2793
H -4.501 2.925 -0.246 -0.089 -0.032 -0.055 0.3056
H -2.274 -0.043 -0.463 -0.097 -0.209 0.019 0.3140
C 5.458 2.879 4.428 -2.471 1.490 -0.294 -0.6018
C 4.434 3.950 3.941 -0.020 -1.605 0.920 -0.2408
O 4.486 5.119 4.736 -0.066 -0.152 -0.206 -0.4824
O 6.689 3.451 4.239 2.381 0.387 0.145 -0.5141
H 5.278 1.977 3.844 0.321 -0.266 0.241 0.2937
H 5.348 2.785 5.509 -0.704 -0.790 -0.015 0.3646
H 3.463 3.478 4.089 -0.342 0.317 -0.263 0.2933
H 4.618 4.123 2.881 -0.012 0.279 -0.061 0.2579
H 5.370 5.154 5.107 0.186 0.267 -0.100 0.2941
H 7.029 3.546 5.132 0.740 0.089 -0.371 0.3359
C 12.790 3.733 -3.994 -0.050 0.703 -1.290 -0.3388
C 12.501 4.824 -5.067 -0.190 -0.540 -0.229 -0.3906
O 11.281 4.563 -5.759 -0.014 0.122 0.458 -0.4963
O 12.120 3.976 -2.775 0.551 0.413 0.451 -0.5108
H 13.877 3.729 -3.910 -0.036 -0.022 0.935 0.3090
H 12.494 2.737 -4.323 0.070 0.025 -0.600 0.2466
H 13.247 4.928 -5.855 0.287 -0.574 0.146 0.3353
H 12.462 5.820 -4.624 -0.023 -0.002 0.503 0.2523
H 10.626 4.633 -5.061 -0.602 0.004 -0.295 0.2858
H 11.170 3.927 -2.907 -0.029 -0.125 -0.076 0.3052
C 0.011 10.299 -1.118 -1.658 -0.073 -1.291 -0.6195
C 0.561 9.149 -0.345 0.606 0.590 1.615 -0.2142
O 1.787 9.541 0.287 -0.195 -0.309 -0.030 -0.5208
O -0.873 11.173 -0.336 1.103 -0.982 -0.369 -0.5092
H -0.580 9.821 -1.900 -0.361 0.181 -0.273 0.3199
H 0.751 10.891 -1.657 0.369 0.010 0.291 0.4002
H 0.739 8.199 -0.850 0.069 0.410 -0.645 0.3042
H -0.194 8.919 0.407 -0.113 -0.053 0.312 0.2342
H 1.766 10.501 0.272 0.277 0.063 0.287 0.3043
H -1.383 11.650 -0.995 -0.080 0.155 0.094 0.3006
C -2.302 3.312 -14.241 0.494 -1.463 -0.092 -0.3272
C -1.142 2.261 -14.204 -1.104 -0.180 -0.108 -0.5229
O -0.081 2.553 -15.108 -0.303 0.587 0.809 -0.5126
O -2.951 3.308 -15.490 0.090 0.084 -1.302 -0.5236
H -1.915 4.320 -14.089 0.142 -0.073 0.697 0.2868
H -3.132 2.996 -13.609 0.672 0.220 1.262 0.3184
H -1.435 1.249 -14.483 -1.034 0.000 -0.106 0.3044
H -0.877 2.098 -13.159 0.866 0.702 -0.038 0.3447
H -0.589 2.716 -15.906 0.352 0.131 -0.566 0.3257
H -3.638 3.969 -15.374 -0.176 -0.007 -0.553 0.3063
C 9.702 12.412 -3.696 0.635 0.829 -1.189 -0.2351
C 10.220 11.061 -3.417 -0.231 -1.835 -0.207 -0.4889
O 9.578 10.045 -4.268 0.417 0.734 0.846 -0.5140
O 8.400 12.582 -3.254 -0.660 0.628 0.829 -0.5129
H 9.744 12.675 -4.753 0.101 -0.443 -0.577 0.2577
H 10.397 13.156 -3.306 -0.394 0.158 0.856 0.3131
H 9.933 10.799 -2.398 -0.075 -0.109 -0.001 0.2488
H 11.306 10.972 -3.450 0.097 0.120 -0.335 0.3245
H 9.982 10.088 -5.138 0.059 0.085 -0.079 0.2972
H 7.845 11.887 -3.615 0.039 -0.172 -0.150 0.3084
C 10.849 -2.052 -6.284 -2.143 0.020 -0.881 -0.4926
C 9.731 -1.115 -6.840 -0.244 0.021 -0.029 -0.2594
O 8.797 -1.778 -7.736 1.030 0.326 0.175 -0.5103
O 10.192 -2.815 -5.236 1.041 0.439 -0.165 -0.5184
H 11.759 -1.508 -6.030 -0.299 -0.170 0.777 0.3432
H 11.096 -2.788 -7.049 0.339 0.281 -0.349 0.2763
H 10.076 -0.202 -7.325 0.296 -0.368 -0.509 0.3466
H 9.127 -0.732 -6.018 0.264 -0.154 0.482 0.2536
H 8.459 -2.554 -7.283 -0.225 -0.009 0.053 0.2575
H 9.646 -3.409 -5.756 -0.112 -0.378 0.437 0.2992
C 5.095 -6.872 -8.464 -1.872 0.880 0.718 -1.4125
C 4.569 -6.246 -7.111 0.016 -0.706 -2.430 0.3581
C 3.655 -7.128 -6.276 -1.311 -1.579 -0.067 -0.7471
O 3.407 -6.700 -4.908 -0.187 0.481 -0.561 -0.4450
C 2.226 -5.890 -4.646 0.829 -1.066 -0.652 -0.6323
N 5.703 -5.975 -6.313 0.548 0.402 1.792 -0.6765
H 4.283 -6.820 -9.190 -0.056 -0.591 -0.157 0.3743
H 5.425 -7.893 -8.275 0.042 0.022 -0.216 0.3494
H 5.875 -6.256 -8.911 0.221 -0.054 0.484 0.3662
H 4.031 -5.310 -7.260 0.022 0.185 -0.445 0.2420
H 4.067 -8.124 -6.115 0.700 0.001 -0.104 0.3128
H 2.752 -7.392 -6.827 -0.647 0.532 0.150 0.5032
H 1.908 -6.052 -3.616 0.296 -0.081 -0.005 0.2328
H 1.462 -6.310 -5.301 -0.355 0.622 -0.052 0.3178
H 2.443 -4.831 -4.791 -0.229 -0.004 -0.248 0.2448
H 5.122 -6.154 -5.507 1.480 1.276 2.229 0.3277
H 6.266 -6.812 -6.266 0.531 -0.287 -0.442 0.2884
C 4.487 5.308 -4.083 -0.939 -0.422 -0.673 -1.4987
C 4.832 3.800 -3.943 0.996 3.079 -0.668 0.4136
C 4.492 3.075 -5.233 -1.454 -0.034 0.617 -0.6288
O 3.226 2.473 -4.929 -0.670 -1.687 -1.795 -0.2943
C 2.735 1.542 -5.951 -0.103 0.184 0.623 -0.8235
N 6.288 3.856 -3.774 -0.092 -1.364 0.154 -0.7259
H 4.745 5.973 -3.259 -0.448 -0.458 0.472 0.3613
H 3.447 5.351 -4.407 -0.314 0.554 0.509 0.3468
H 5.041 5.765 -4.903 0.263 -0.499 -0.246 0.3656
H 4.404 3.348 -3.048 -0.639 -0.193 -0.418 0.3522
H 5.280 2.378 -5.517 -0.082 -0.499 0.075 0.3476
H 4.324 3.742 -6.079 0.339 0.306 -0.031 0.3182
H 2.352 1.931 -6.894 0.668 1.057 -0.180 0.3131
H 1.820 1.044 -5.630 0.241 -0.003 0.941 0.2949
H 3.460 0.766 -6.196 0.265 0.070 0.168 0.3070
H 6.353 3.998 -2.776 0.786 0.280 0.279 0.2836
H 6.474 2.869 -3.880 1.203 -0.381 0.172 0.2676
```
Positions in Å, forces in eV/Å.